ORCA calculation (wB97M-V/def2-TZVPD) on a structure of composition C18H54N10O6P3Ti.

Geometry as ORCA input:
```
! wB97M-V def2-TZVPD RIJCOSX def2/J DEFGRID3
* xyz 0 4
Ti 0.371 1.387 0.978
N 2.464 2.572 2.262
O 1.799 3.124 1.333
O 3.664 2.669 2.476
O 1.765 1.699 2.880
O -1.624 0.520 1.397
P -2.577 -0.384 2.065
N -2.660 -1.847 1.230
C -3.391 -2.961 1.790
C -2.235 -1.935 -0.147
N -4.170 0.183 2.046
C -4.740 0.622 0.775
C -5.115 -0.293 3.058
N -2.187 -0.824 3.644
C -1.145 -1.802 3.960
C -2.369 0.228 4.657
H -4.466 -2.763 1.641
H -3.362 -3.060 2.879
H -3.104 -3.922 1.368
H -3.096 -1.742 -0.807
H -1.918 -2.947 -0.409
H -1.461 -1.205 -0.376
H -5.350 1.516 0.931
H -3.945 1.022 0.147
H -5.308 -0.205 0.352
H -5.451 0.576 3.631
H -5.942 -0.876 2.652
H -4.628 -0.911 3.813
H -0.815 -1.756 4.990
H -1.479 -2.813 3.708
H -0.305 -1.654 3.272
H -2.158 -0.166 5.646
H -3.394 0.612 4.663
H -1.786 1.129 4.438
O 0.224 1.610 -1.319
P -0.114 2.502 -2.439
N 1.213 3.368 -3.021
C 2.563 2.862 -2.885
C 1.026 4.295 -4.119
N -1.353 3.625 -2.201
C -0.960 4.851 -1.472
C -2.732 3.179 -2.013
N -0.654 1.645 -3.784
C -1.548 2.159 -4.818
C -0.101 0.351 -4.141
H 3.239 3.695 -2.668
H 2.861 2.292 -3.769
H 2.644 2.299 -1.952
H 0.737 3.813 -5.063
H 1.948 4.822 -4.362
H 0.249 5.031 -3.909
H -0.074 5.232 -1.976
H -1.712 5.630 -1.607
H -0.831 4.578 -0.421
H -3.051 2.550 -2.842
H -2.825 2.546 -1.123
H -3.326 4.071 -1.832
H -2.398 1.479 -4.927
H -1.978 3.110 -4.508
H -1.033 2.296 -5.770
H 0.415 -0.085 -3.289
H 0.612 0.452 -4.972
H -0.895 -0.287 -4.538
O 1.573 -0.652 0.738
P 2.545 -1.733 0.501
N 2.042 -2.998 -0.524
C 1.839 -2.623 -1.929
C 1.161 -4.044 -0.025
N 2.934 -2.525 1.946
C 3.397 -3.885 2.138
C 2.720 -1.789 3.193
N 3.999 -1.238 -0.174
C 5.027 -2.194 -0.523
C 4.455 0.136 0.149
H 1.281 -1.685 -1.964
H 1.396 -3.405 -2.542
H 2.821 -2.468 -2.384
H 0.999 -4.022 1.053
H 1.562 -5.040 -0.238
H 0.181 -3.968 -0.500
H 3.318 -4.399 1.176
H 4.437 -3.985 2.450
H 2.668 -4.403 2.768
H 2.285 -0.798 3.064
H 2.029 -2.352 3.832
H 3.656 -1.700 3.750
H 5.603 -2.563 0.338
H 4.592 -3.061 -1.020
H 5.789 -1.748 -1.165
H 3.763 0.842 -0.308
H 5.454 0.318 -0.236
H 4.446 0.215 1.239
*
```

For the strongest force on any atom, the calculation gives 2.8 eV/A. For the lowest unoccupied orbital energy (spin up / spin down), the calculation gives 0.01852 / 0.01764 Ha. Its HOMO energy (spin up / spin down) is -2.537 / -8.432 eV.

Mulliken population analysis, charges in e, atoms 1 to 5:
1. Ti 0.8874
2. N 1.1462
3. O -0.6983
4. O -0.6221
5. O -0.6441

---

ORCA calculation (wB97M-V/def2-TZVPD) on a cluster of 8 separate species, C18H54N2O10 in total.

Geometry as ORCA input:
```
! wB97M-V def2-TZVPD RIJCOSX def2/J DEFGRID3
* xyz 0 1
C 11.210 22.133 42.765
O 12.314 21.943 43.649
C 12.556 20.527 43.936
C 13.676 20.612 44.907
N 14.099 19.232 45.133
C 15.316 19.314 46.120
C 15.582 17.915 46.413
O 16.814 17.987 47.304
C 17.123 16.858 48.054
H 11.431 21.941 41.701
H 10.903 23.188 42.714
H 10.469 21.406 42.863
H 12.851 19.984 43.051
H 11.737 19.935 44.583
H 13.575 21.365 45.792
H 14.394 20.930 44.479
H 14.308 18.970 44.148
H 15.013 19.951 46.897
H 15.997 19.771 45.430
H 15.890 17.186 45.482
H 14.978 17.333 47.112
H 17.717 16.057 47.334
H 16.345 16.540 48.899
H 17.893 17.033 48.681
C 9.127 24.534 47.476
O 9.388 23.012 47.167
C 9.494 22.352 48.358
C 10.173 21.079 47.826
N 10.793 20.329 48.909
C 11.412 19.073 48.562
C 12.354 18.385 49.715
O 12.748 17.126 49.566
C 13.432 16.515 50.659
H 8.139 24.539 47.972
H 9.029 24.957 46.449
H 9.973 24.960 47.945
H 8.735 22.090 49.058
H 10.123 22.706 49.119
H 11.018 21.510 47.187
H 9.490 20.613 47.305
H 9.941 20.084 49.508
H 12.256 19.057 47.752
H 10.661 18.465 48.401
H 11.762 18.579 50.687
H 13.053 19.187 50.079
H 14.448 16.940 50.808
H 13.561 15.552 50.721
H 12.826 16.821 51.534
C 14.377 26.014 49.360
O 13.292 26.411 48.615
H 14.202 25.269 50.022
H 14.752 26.684 49.895
H 15.157 26.176 48.774
H 13.377 27.311 48.345
C 15.086 23.644 52.323
O 13.703 23.318 52.305
H 15.431 23.210 51.440
H 15.471 23.117 53.249
H 15.087 24.669 52.327
H 13.385 22.744 51.475
C 9.981 20.256 52.135
O 9.262 19.349 51.456
H 10.969 19.887 52.679
H 9.314 20.816 52.655
H 10.279 21.121 51.604
H 9.068 18.422 51.780
C 13.541 24.857 45.592
O 13.600 24.488 44.253
H 12.821 24.329 46.236
H 13.384 26.047 45.898
H 14.518 24.510 45.897
H 13.370 23.450 44.145
C 17.750 21.460 48.481
O 18.816 21.876 47.601
H 16.849 21.965 48.004
H 17.870 21.817 49.541
H 17.700 20.224 48.580
H 19.169 21.105 47.164
C 13.521 22.425 48.529
O 13.039 22.348 49.958
H 13.057 23.123 47.821
H 13.452 21.598 47.937
H 14.468 22.759 48.432
H 12.130 21.931 49.896
*
```

Its SMILES is COCCNCCOC.COCCNCCOC.CO.CO.CO.CO.CO.CO. For the strongest force on any atom, the calculation gives 12.2 eV/A. For the lowest unoccupied orbital energy, the calculation gives 0.01979 Ha. Its HOMO energy is -9.041 eV.

Mulliken population analysis, charges in e, atoms 1 to 5:
1. C -1.0267
2. O -0.3142
3. C -0.7907
4. C -1.0029
5. N -0.4976

---

> The lowest strongest force on any atom belongs to which entry?

C18H54N10O6P3Ti

---

> Which value of strongest force on any atom does entry 1 give?

2.8 eV/A

---

> Which formula does entry 2 have?

C18H54N2O10